{"formula": "C3H5N3", "method": "ωB97M-V/def2-TZVPD", "e_above_lowest_kcal_mol": 64.3, "e_tot_ev": -7659.6664, "gap_ev": [7.6, 7.7], "elements": ["H", "C", "H", "N", "H", "H", "N", "C", "N", "C", "H"], "xyz": [[-2.0919, 0.3575, 0.2106], [-1.3586, 1.1070, 0.4326], [-0.7608, -1.2233, -1.3424], [3.1347, -0.4805, -0.1839], [-1.6101, 2.1218, 0.7110], [0.1536, -2.2366, -0.4712], [-0.0698, 0.8489, 0.3427], [1.9755, -0.3443, -0.1532], [-0.2989, -1.3369, -0.4518], [0.5672, -0.2575, -0.1235], [0.3591, 1.4438, 1.0291]], "forces_ev_per_a": [[-0.1, 0.0, -0.4], [-0.5, 0.1, -0.2], [-0.2, 0.2, -0.3], [-1.2, 0.2, 0.0], [-0.1, -0.3, 0.3], [0.3, 0.0, 0.2], [-0.1, -0.9, 0.6], [0.8, 0.0, 0.2], [0.2, 0.2, 0.0], [-0.5, 0.1, 0.4], [1.5, 0.6, -0.6]]}